Entry 1:
Molecular formula: C47H51BN11O4PbSSe
Method: DFT, ωB97M-V/def2-TZVPD

```
117
Properties=species:S:1:pos:R:3:forces:R:3:lowdin_charge:R:1
Pb 0.701 0.873 -1.185 0.61 0.07 1.05 1.477
Se -2.856 0.234 2.384 0.32 0.44 0.07 1.233
S -2.250 -2.776 1.237 0.03 0.12 -0.09 0.682
O 3.027 1.049 -0.663 -0.57 -0.31 0.38 -0.212
O -0.811 -1.098 3.968 0.11 -0.02 -0.02 0.050
O 4.832 1.294 0.614 0.10 0.07 0.06 0.046
O -1.036 0.427 2.353 -0.49 0.24 -0.34 -0.356
N -3.951 -0.971 4.736 0.40 0.38 -0.06 -0.089
N 1.666 0.319 1.849 -0.29 0.01 0.00 0.156
N 0.547 -1.019 -2.683 0.23 0.09 0.15 -0.012
N -1.511 1.256 -3.551 -0.34 -0.12 -0.42 0.027
N 1.342 1.980 -3.137 0.20 0.02 0.22 -0.028
N -2.622 -5.140 0.128 -0.10 -0.02 0.18 -0.209
N -1.307 1.877 -2.375 -0.11 0.57 0.24 -0.025
N 0.889 1.501 -4.314 0.03 0.09 -0.37 0.036
N -0.036 -0.803 -3.882 -0.18 -0.26 -0.40 0.031
N -2.413 -5.134 2.448 0.11 -0.09 -0.15 -0.212
N -2.685 0.719 5.250 -0.44 -0.27 -0.23 -0.088
C -0.842 -2.125 -5.863 0.02 0.20 0.00 -0.006
C 0.370 -2.965 -3.749 -0.01 0.18 0.08 0.033
C -3.230 0.247 6.414 -0.07 -0.20 0.17 0.003
C 4.079 4.970 -0.157 0.01 0.04 -0.06 -0.076
C -1.714 -4.624 3.611 0.17 0.08 0.04 -0.073
C 2.310 -4.025 -1.630 -0.01 0.04 0.02 -0.024
C -3.715 4.179 -0.746 0.10 -0.12 -0.03 -0.027
C 0.807 -2.324 -2.582 -0.27 -0.06 -0.45 -0.238
C -3.817 5.135 0.249 0.00 0.02 0.05 -0.077
C 1.152 -2.560 -0.122 0.02 0.05 -0.14 -0.066
C 1.162 -0.246 2.960 0.63 0.09 -0.25 -0.208
C -3.128 -0.040 4.236 -0.10 0.24 -0.02 -0.487
C 3.326 -0.754 3.805 0.16 -0.06 0.04 -0.030
C -1.728 1.795 5.134 0.46 0.39 -0.19 0.020
C -2.417 -4.450 1.272 -0.02 0.08 -0.07 -0.729
C -2.750 5.371 1.104 0.03 -0.02 -0.03 -0.089
C -1.581 4.640 0.947 0.06 0.04 0.08 -0.081
C 2.562 2.876 -4.763 -0.12 -0.14 0.09 0.057
C -3.429 2.187 -2.984 0.19 -0.06 0.08 0.033
C 2.338 2.827 -3.381 0.00 -0.19 -0.27 -0.225
C -3.170 -6.351 2.656 -0.04 -0.13 0.01 -0.057
C 4.337 3.731 -2.200 -0.09 -0.04 -0.08 -0.016
C 1.434 -2.960 -1.424 0.13 -0.05 0.25 -0.165
C -0.166 -1.968 -4.544 0.05 -0.26 0.20 -0.252
C -0.310 -0.376 3.138 0.14 -0.44 0.33 -0.550
C -2.939 -4.424 -1.094 -0.09 0.11 -0.08 -0.096
C -2.443 2.482 -2.024 -0.11 -0.34 -0.66 -0.233
C -2.117 -6.483 -0.100 0.05 -0.21 -0.02 -0.046
C -1.476 3.685 -0.050 -0.16 -0.11 -0.09 -0.053
C -2.544 3.434 -0.915 0.04 0.10 0.37 -0.155
C 2.702 4.841 -0.255 -0.11 0.01 0.10 -0.074
C 2.987 0.380 1.717 -0.09 -0.13 -0.39 -0.150
C 1.754 -3.194 0.953 0.01 0.02 0.05 -0.073
C 2.959 3.576 -2.288 0.04 0.19 0.20 -0.188
C 2.643 -4.236 0.739 -0.01 -0.01 0.02 -0.077
C 1.407 1.706 -6.756 -0.16 0.01 0.06 -0.012
C -3.368 0.894 -5.207 0.21 -0.02 -0.02 -0.012
C 2.915 -4.654 -0.555 -0.02 -0.04 -0.05 -0.072
C -2.795 1.420 -3.939 -0.25 0.17 0.15 -0.261
C -4.030 -0.800 6.093 0.09 0.10 0.28 0.000
C 3.667 0.975 0.443 0.04 -0.03 -0.02 -0.606
C 4.892 4.420 -1.136 0.04 0.05 0.02 -0.064
C -4.613 -2.006 3.967 -0.31 -0.33 -0.42 -0.008
C 3.847 -0.150 2.686 0.13 0.07 -0.08 0.025
C 2.142 4.148 -1.315 0.08 -0.09 -0.11 -0.056
C 1.952 -0.790 3.962 -0.39 -0.02 -0.01 -0.006
C 1.623 2.024 -5.318 0.20 0.17 0.04 -0.249
B -0.365 0.620 -4.401 -0.05 0.04 0.50 -0.504
H -2.816 6.135 1.867 -0.02 0.00 0.02 0.102
H 0.431 -1.771 0.047 -0.04 -0.02 0.09 0.046
H -0.723 1.392 4.994 -0.09 0.00 0.05 0.101
H 3.600 -5.472 -0.729 0.04 -0.01 0.00 0.106
H -1.450 -3.582 3.453 0.01 -0.04 0.04 0.022
H -0.798 -5.198 3.784 -0.07 -0.03 0.07 0.098
H 0.432 2.064 -7.089 -0.02 -0.02 -0.06 0.086
H -1.848 -1.711 -5.821 -0.02 -0.04 -0.09 0.065
H -0.305 -1.609 -6.657 0.01 0.00 -0.05 0.085
H 2.528 -4.347 -2.639 0.04 0.01 -0.04 0.115
H -1.366 -6.452 -0.893 -0.02 0.03 0.02 0.099
H -2.923 -7.149 -0.418 0.05 -0.03 0.04 0.098
H -3.879 -6.495 1.844 0.03 -0.04 -0.02 0.093
H 4.910 -0.070 2.512 0.01 0.00 -0.02 0.124
H -3.007 0.692 7.365 0.02 0.00 0.06 0.139
H 4.968 3.285 -2.956 0.07 -0.04 0.00 0.122
H -0.912 -3.181 -6.114 0.03 0.00 -0.01 0.086
H 4.523 5.514 0.665 -0.02 -0.01 0.04 0.104
H -4.727 5.712 0.342 -0.02 0.01 0.02 0.106
H -1.736 2.396 6.040 -0.14 -0.06 -0.02 0.109
H 0.408 -4.015 -3.971 0.01 -0.09 -0.02 0.115
H -4.811 -2.856 4.615 0.03 0.06 0.02 0.104
H 1.450 0.632 -6.931 0.02 -0.02 -0.05 0.083
H -4.438 1.083 -5.236 -0.01 0.01 0.00 0.085
H 3.287 3.467 -5.292 0.04 0.06 -0.01 0.119
H -3.965 -2.315 3.141 0.07 0.00 0.09 0.017
H 1.481 -1.242 4.823 0.02 -0.05 0.00 0.120
H -2.048 -3.971 -1.533 0.05 0.02 -0.03 0.081
H -4.544 4.027 -1.422 -0.04 -0.01 -0.01 0.104
H -3.198 -0.177 -5.300 -0.07 -0.04 -0.05 0.064
H -1.974 2.423 4.276 -0.05 -0.06 0.07 0.100
H -3.370 -5.132 -1.802 -0.01 -0.02 0.01 0.092
H -2.902 1.384 -6.062 -0.05 -0.05 -0.09 0.090
H 1.066 4.075 -1.420 -0.04 0.04 0.00 0.092
H 2.174 2.195 -7.350 0.02 -0.02 -0.04 0.085
H 2.054 5.293 0.485 0.02 0.03 0.05 0.098
H -4.634 -1.432 6.716 -0.04 -0.02 0.00 0.138
H -0.550 3.142 -0.170 0.02 0.03 0.05 0.036
H -4.459 2.490 -2.994 -0.07 0.07 -0.07 0.105
H -0.731 4.834 1.590 0.02 -0.01 0.02 0.103
H 3.123 -4.731 1.572 -0.01 0.01 0.07 0.104
H -3.733 -6.256 3.587 0.01 0.00 -0.02 0.089
H -3.655 -3.633 -0.880 0.03 -0.05 -0.09 0.063
H -1.643 -6.890 0.787 0.00 0.05 0.01 0.079
H 1.515 -2.877 1.960 0.01 0.01 0.05 0.095
H 5.964 4.527 -1.060 0.05 -0.05 -0.02 0.109
H -2.345 -4.702 4.498 -0.04 -0.04 -0.01 0.085
H -2.534 -7.236 2.743 -0.03 -0.02 -0.01 0.092
H -5.554 -1.641 3.554 0.00 0.02 0.12 0.108
H 3.970 -1.216 4.540 0.05 0.08 0.05 0.116
H -0.724 0.542 -5.526 -0.05 -0.06 -0.19 0.113
```
Forces are in eV/Å.

Computed properties:
Largest force on an atom = 1.21 eV/A
Total charge = +1
Kohn-Sham gap = 6.703 eV
Energy relative to the best compared isomer or geometry (same formula, charge and spin) = 0.0000 eV
Total energy = -156252.082 eV
LUMO level = -3.22 eV



Entry 2:
Molecular formula: C47H51BeN6P2S
Method: DFT, ωB97M-V/def2-TZVPD

```
108
Properties=species:S:1:pos:R:3:forces:R:3:lowdin_charge:R:1
S -4.900 3.665 4.773 0.11 0.11 0.02 0.797
P -1.942 1.548 -0.475 -0.43 0.37 0.13 1.051
P -0.488 0.197 1.591 -1.38 -0.14 0.44 1.055
N 2.467 0.981 0.767 0.23 0.41 -0.06 0.214
N 2.973 -1.636 2.010 -0.06 0.12 0.03 0.079
N 3.237 -3.402 0.532 -0.04 0.01 0.01 -0.031
N 1.595 0.764 -9.426 -0.01 0.01 -0.15 0.167
N 1.614 -1.730 0.175 0.20 0.45 0.05 0.016
N -1.729 1.342 1.247 0.75 0.11 -0.58 -0.419
C -3.881 3.674 -0.581 0.02 -0.02 0.06 -0.089
C -3.248 2.476 2.883 0.28 0.09 -0.03 -0.246
C -1.592 -0.153 4.119 0.02 -0.03 -0.05 -0.089
C 1.280 0.765 -6.876 -0.03 -0.02 0.64 -0.233
C -5.986 1.915 -0.151 -0.03 -0.05 0.03 -0.074
C 4.512 -3.764 1.127 0.16 0.00 0.22 -0.139
C -1.282 -1.434 1.401 0.07 -0.11 -0.09 -0.361
C -1.914 2.507 2.134 -0.39 -0.01 0.40 -0.269
C -0.257 4.530 -2.650 0.04 0.01 -0.13 -0.067
C -5.182 4.148 -0.497 -0.09 0.06 0.01 -0.076
C 2.069 1.434 -4.707 -0.08 -0.03 0.04 -0.021
C 0.653 0.711 4.121 -0.01 -0.02 -0.14 -0.100
C -6.235 3.273 -0.280 0.00 0.02 0.03 -0.084
C 0.720 5.062 -1.822 0.04 0.04 0.04 -0.077
C 0.636 0.743 5.508 0.09 0.05 0.09 -0.072
C 1.062 0.675 -4.102 0.07 -0.03 -0.29 -0.246
C -2.253 -4.017 1.063 -0.10 -0.02 -0.04 -0.071
C 2.610 -2.248 0.851 -0.20 -0.14 0.20 -0.331
C -3.619 2.314 -0.446 0.13 -0.08 -0.05 -0.358
C -0.461 0.263 3.418 0.42 -0.06 -0.18 -0.350
C -1.165 -3.788 1.893 0.06 -0.05 0.04 -0.080
C -1.614 -0.102 5.500 -0.02 0.02 0.01 -0.047
C -0.498 0.343 6.196 0.04 0.02 -0.01 -0.061
C -3.277 3.551 3.960 -0.46 -0.14 0.00 -0.504
C 0.158 -0.026 -4.905 0.04 0.07 0.09 -0.018
C 0.950 0.443 -1.479 -0.10 -0.10 -0.01 -0.036
C -4.688 1.442 -0.243 0.06 0.02 -0.01 -0.109
C 1.050 -2.481 -0.946 -0.07 -0.26 -0.25 -0.190
C 3.957 3.066 1.087 0.55 0.56 0.16 -0.191
C 0.876 4.562 -0.540 0.11 0.07 0.06 -0.086
C -2.858 -2.958 0.409 -0.01 -0.07 -0.04 -0.063
C 3.129 1.908 0.891 -0.47 -0.66 -0.03 -0.078
C 0.994 0.566 -2.686 -0.02 0.12 0.44 -0.092
C 0.075 3.525 -0.088 -0.03 -0.05 -0.01 -0.115
C -2.370 -1.671 0.572 0.01 0.16 0.11 -0.094
C -0.924 3.008 -0.902 0.01 -0.24 -0.04 -0.395
C 5.277 2.738 1.802 -0.04 -0.04 -0.04 -0.069
C 0.263 0.020 -6.280 0.04 0.04 -0.13 -0.017
C 2.840 -4.125 -0.665 -0.30 -0.09 -0.26 -0.134
C 4.238 -1.850 2.678 0.18 -0.16 0.10 -0.173
C 1.439 0.770 -8.289 0.03 0.02 -0.42 -0.189
C 4.591 -3.325 2.580 -0.01 0.09 -0.14 -0.147
C -0.676 -2.506 2.056 -0.06 0.04 0.00 -0.109
C -5.753 4.721 3.575 0.25 -0.22 0.17 -0.402
C 1.341 -3.967 -0.850 0.13 0.20 0.05 -0.136
C 2.177 1.480 -6.081 -0.04 -0.01 -0.10 -0.019
C -1.078 3.517 -2.191 0.01 -0.04 0.15 -0.111
Be 1.169 -0.061 0.140 0.68 -0.26 -0.05 -0.103
H 0.169 -2.330 2.712 0.04 -0.04 0.02 0.107
H 3.386 3.789 1.677 -0.05 -0.05 -0.12 0.128
H -5.818 4.227 2.609 -0.07 0.03 -0.10 0.011
H -5.222 5.666 3.484 -0.06 0.08 -0.05 0.036
H 3.107 -5.175 -0.532 0.08 0.08 0.02 0.128
H -0.513 0.374 7.276 0.01 0.00 0.05 0.112
H 1.534 1.044 3.582 0.02 0.02 0.00 0.087
H -5.374 5.208 -0.595 0.01 0.03 -0.02 0.109
H 5.105 2.187 2.725 -0.03 0.01 0.03 0.079
H -0.025 -2.294 -0.955 -0.01 -0.01 -0.06 0.110
H -3.388 1.502 3.348 -0.09 0.01 -0.04 0.091
H 5.332 -3.317 0.549 -0.01 -0.06 0.02 0.135
H 1.505 1.086 6.053 0.02 0.02 0.01 0.107
H -4.064 2.630 2.179 -0.08 -0.04 -0.04 0.087
H -3.075 4.376 -0.743 0.04 0.01 0.01 0.101
H -2.559 3.324 4.749 0.08 0.06 0.00 0.070
H -6.750 4.898 3.965 -0.07 0.03 -0.03 0.031
H -2.635 -5.019 0.932 -0.02 -0.08 0.00 0.109
H 2.491 -0.772 2.184 0.04 -0.01 0.05 0.077
H -7.247 3.647 -0.207 -0.03 0.02 -0.01 0.109
H 4.124 -1.559 3.724 0.03 0.04 -0.07 0.124
H 3.887 -3.908 3.175 0.00 0.01 0.03 0.125
H -2.832 -0.845 0.055 -0.02 -0.07 -0.05 0.038
H 2.958 2.058 -6.553 0.04 0.01 -0.01 0.121
H 0.226 3.128 0.909 0.01 0.02 -0.02 0.084
H -2.447 -0.525 3.571 -0.04 -0.03 0.03 0.117
H 5.032 -1.234 2.232 -0.02 -0.05 0.05 0.122
H -3.709 -3.129 -0.236 -0.05 -0.02 -0.03 0.110
H 5.930 2.149 1.162 0.01 -0.02 0.00 0.085
H -0.369 4.903 -3.659 -0.06 0.04 -0.04 0.110
H -0.614 -0.616 -4.431 -0.04 0.00 -0.01 0.119
H -1.108 2.534 2.874 0.00 0.13 -0.08 0.103
H -4.498 0.384 -0.130 -0.06 -0.06 -0.02 0.085
H 1.014 -4.470 -1.759 -0.01 -0.01 -0.01 0.126
H -0.702 -4.615 2.414 0.03 -0.03 0.04 0.111
H 0.812 -4.404 -0.001 0.02 -0.05 -0.01 0.107
H 1.350 5.869 -2.171 0.01 0.02 -0.02 0.106
H 4.158 3.511 0.109 -0.14 0.00 0.05 0.136
H -6.799 1.226 0.025 -0.04 -0.02 -0.01 0.108
H 2.771 1.969 -4.082 0.00 0.03 0.00 0.116
H -0.434 -0.525 -6.900 -0.01 -0.04 -0.04 0.122
H 3.364 -3.740 -1.549 0.05 -0.08 0.08 0.138
H 4.614 -4.849 1.063 0.00 0.06 -0.05 0.127
H 1.460 -2.084 -1.877 -0.11 0.00 0.00 0.111
H 5.596 -3.503 2.957 0.00 -0.01 0.05 0.122
H -1.856 3.114 -2.829 0.03 -0.02 -0.12 0.116
H -3.047 4.533 3.542 0.11 0.05 0.05 0.081
H 5.779 3.670 2.050 0.04 -0.01 -0.02 0.085
H -2.500 -0.410 6.037 -0.03 -0.03 0.01 0.117
H 1.612 4.998 0.124 0.06 0.01 -0.01 0.095
H -1.856 3.431 1.554 0.02 -0.10 0.02 0.103
```
Forces are in eV/Å.

Computed properties:
Largest force on an atom = 1.45 eV/A
Total charge = +1
Kohn-Sham gap = 7.948 eV
Energy relative to the best compared isomer or geometry (same formula, charge and spin) = 0.8447 eV
Total energy = -88318.951 eV
LUMO level = -2.16 eV